# 1
An isolated molecule of C6H12N2O2 in a non-equilibrium geometry. Source: OMol25; level of theory: ωB97M-V with the def2-TZVPD basis set.

Geometry (Å):
O 2.1587 -0.2358 0.3495
O -2.5255 -1.5032 -0.7338
N -0.5776 -0.2258 2.0594
N -3.1134 -0.4906 1.0533
C 2.0177 -0.9056 -0.9005
C -0.6904 -0.6440 0.6685
C 1.8334 1.6280 -1.2547
C -0.1816 0.3777 -0.3529
C -2.1232 -1.0823 0.3764
C 1.3091 0.3514 -0.6438
H -2.8648 -0.1108 1.9595
H -0.6582 0.7869 2.1316
H 1.4891 -1.8622 -0.8621
H -0.1213 -1.5812 0.5548
H 2.9061 1.5514 -1.4720
H -3.9326 -0.6479 0.2891
H 1.6669 2.4725 -0.5707
H -0.7027 0.2374 -1.3103
H 2.9059 -0.8936 -1.5391
H 1.2990 1.8402 -2.1918
H -0.4527 1.3857 0.0023
H 0.3580 -0.4483 2.3874

## Properties
HOMO ... -9.3964 eV
SMILES string ... C[C@@]1(C[C@@H](N)C(N)=O)CO1
Max |F| ... 4.28 eV Å⁻¹
Frontier orbital gap ... 10.234 eV
Total charge ... 0

# 2
An isolated molecule of C6H12N2O2 in a non-equilibrium geometry. Source: OMol25; level of theory: ωB97M-V with the def2-TZVPD basis set.

Geometry (Å):
O 2.5516 0.6864 -1.7285
O 1.8029 -1.7617 -0.7331
N 2.0403 1.7946 0.1408
N -0.8411 0.0551 -0.2480
C 2.4660 -1.6103 0.5120
C 2.1324 0.6648 -0.5689
C 1.5211 -0.5946 0.0404
C 0.1388 -0.5286 0.6520
C -3.1941 0.5740 -0.7280
C -2.1984 0.0288 0.2802
H 1.2502 1.9023 0.7833
H -2.2167 0.6415 1.1955
H 3.5364 -1.4068 0.4447
H -4.2088 0.5663 -0.3081
H 2.1429 -2.2949 1.3007
H 0.1952 0.0951 1.5583
H -3.2021 -0.0395 -1.6413
H -2.9409 1.6059 -1.0087
H -0.1429 -1.5463 0.9797
H -2.4934 -0.9957 0.5817
H -0.8122 -0.4324 -1.1406
H 2.4729 2.5960 -0.3640

## Properties
HOMO ... -9.3022 eV
SMILES string ... CCNC[C@@]1(C(N)=O)CO1
Max |F| ... 2.86 eV Å⁻¹
Frontier orbital gap ... 10.111 eV
Total charge ... 0

# 3
A structure of composition C6H12N2O2 in a non-equilibrium geometry. Source: OMol25; level of theory: ωB97M-V with the def2-TZVPD basis set.

Geometry (Å):
O 1.9554 0.3641 3.0213
O -1.1324 -2.1090 -0.6665
N 0.5195 -0.2188 -2.0319
N -2.7767 -0.8412 -0.5256
C -0.6356 0.2133 -1.2488
C -1.4664 -0.8537 -0.5843
C 0.6726 0.2832 1.0106
C 1.7164 1.0475 1.8041
C 1.3602 0.8309 -1.4288
C 0.3231 0.9877 -0.2925
H 1.3552 2.0721 2.0007
H 2.6738 0.7943 3.4918
H 2.6490 1.1310 1.2199
H 0.4068 -0.1812 -3.0394
H -1.3110 0.9089 -1.7740
H -3.1591 0.0919 -0.6497
H 2.3667 0.4960 -1.1336
H -0.2318 0.1786 1.6308
H 1.4528 1.7397 -2.0438
H 0.0030 2.0187 -0.0948
H 1.0487 -0.7304 0.8017
H -2.3851 -2.3491 -0.5946

## Properties
HOMO ... -9.4123 eV
Max |F| ... 4.76 eV Å⁻¹
Frontier orbital gap ... 10.122 eV
Total charge ... 0

# 4
An isolated molecule of C6H12N2O2SSi in a non-equilibrium geometry. Source: OMol25; level of theory: ωB97M-V with the def2-TZVPD basis set.

Geometry (Å):
S -0.0139 3.5640 0.6051
Si 0.9138 -0.6267 0.2225
O 1.2676 -1.3943 -1.1303
O 0.1881 -1.7845 1.1905
N -1.7809 2.2699 -0.6575
N -0.3046 0.6841 -0.0676
C 2.3143 0.3095 0.9396
C -1.3728 0.1608 -0.8008
C -0.5528 2.1171 -0.0452
C -0.3362 -1.5982 2.5069
C 0.7215 -1.1677 -2.4326
C -2.2552 1.0547 -1.1067
H 2.0317 0.5208 2.0784
H 3.2956 -0.1979 1.0556
H -3.2394 0.9559 -1.4800
H 0.8983 -2.1940 -2.9061
H -2.1712 3.1354 -0.6137
H 1.1072 -0.3551 -3.1084
H 2.5016 1.2967 0.5978
H -1.3334 -0.8952 -0.9963
H -1.3176 -1.1020 2.5225
H -0.4586 -2.6095 2.8580
H 0.3009 -1.0403 3.1710
H -0.4039 -1.1038 -2.4026

## Properties
HOMO ... -7.5936 eV
SMILES string ... CO[Si](C)(OC)n1cc[nH]c1=S
Max |F| ... 4.61 eV Å⁻¹
Frontier orbital gap ... 8.272 eV
Total charge ... 0

# 5
A structure of composition C6H12N2O4 in a non-equilibrium geometry. Source: OMol25; level of theory: ωB97M-V with the def2-TZVPD basis set.

Geometry (Å):
O -0.2495 0.2580 1.6714
O 0.1949 -2.7379 0.4196
O 3.6180 0.2019 -0.2736
O -2.9149 0.8291 0.9721
N 1.7042 -0.2555 -1.5749
N -1.6796 2.5138 -0.1059
C -1.0646 -0.6339 0.7430
C 1.3247 -0.6419 -0.3835
C -0.0293 -1.4534 -0.1279
C 2.4741 -0.3151 0.5333
C -1.2448 1.3683 -0.4958
C -2.0306 0.2124 -0.0432
H 0.5236 -3.2668 -0.3346
H 3.2490 0.3051 -1.1697
H -2.4260 -0.4268 -0.9190
H -0.9972 3.2680 -0.1494
H 0.9307 -0.2473 -2.3272
H -1.5021 -1.4361 1.3674
H -0.2101 1.2146 -0.8021
H -0.5725 -1.5339 -1.1603
H 2.6362 -1.0578 1.2297
H -0.6942 1.4148 1.7193
H -3.0245 1.7924 0.3703
H 1.9844 0.6278 0.8411

## Properties
HOMO ... -9.9171 eV
Max |F| ... 5.96 eV Å⁻¹
Frontier orbital gap ... 10.151 eV
Total charge ... 0

# 6
A cluster of 2 separate species, C6H12N2O5 in total in a non-equilibrium geometry. Source: OMol25; level of theory: ωB97M-V with the def2-TZVPD basis set.

Geometry (Å):
O -1.9501 1.7826 -0.8758
O 0.9848 0.0749 2.3462
O -2.1433 -0.5438 0.9683
O 0.7229 -1.7639 -0.4100
O 0.2907 1.5115 -0.3302
N 0.5478 -0.7282 1.4214
N 1.4054 -1.1843 0.6080
C 2.3775 0.2570 2.4625
C -1.4482 3.0285 -1.4143
C -2.3294 -1.5452 -0.1517
C -0.8893 1.1760 -0.1471
C 1.5182 -1.9556 -1.5787
C -1.4738 0.5166 0.9321
H -3.1454 -2.0087 0.1816
H -1.4132 -2.2477 -0.1978
H 1.2108 -1.2210 -2.4164
H 2.6204 -2.0547 -1.3945
H -1.0049 3.6638 -0.6180
H -2.4583 -0.9601 -1.0880
H -0.6891 2.8943 -2.1991
H -2.3856 3.5755 -1.7673
H 2.5149 0.6793 3.4061
H 3.0191 -0.7658 2.5779
H 1.3383 -2.9545 -1.9691
H 2.7800 0.7736 1.6539

## Properties
HOMO ... -8.0704 eV
Max |F| ... 5.22 eV Å⁻¹
Frontier orbital gap ... 8.704 eV
Total charge ... 0

# 7
An isolated molecule of C6H12N2O5 in a non-equilibrium geometry. Source: OMol25; level of theory: ωB97M-V with the def2-TZVPD basis set.

Geometry (Å):
O -1.6973 0.7653 2.1431
O 3.0715 -0.9618 0.2724
O 1.2794 -2.2653 0.1715
O 1.0420 2.4928 -0.7063
O -1.2857 -1.8565 -0.8831
N 0.2049 0.4273 0.9886
N -1.5183 0.8371 -1.4400
C 1.0727 0.1740 -0.1826
C 1.8932 -1.0753 0.0796
C -2.0100 0.3496 -0.1649
C 1.9218 1.4194 -0.4382
C -1.1754 0.5790 1.0550
C -2.3919 -1.1256 -0.3013
H -3.0259 0.7849 0.0459
H -3.3123 -1.1119 -0.9365
H -2.6460 -1.5877 0.6493
H 0.4521 0.0932 -1.0619
H -1.0840 -1.2426 -1.6055
H 0.5752 0.4374 1.9462
H 2.6033 1.6490 0.4191
H 0.7900 2.8806 0.1604
H -2.2771 1.0527 -2.0253
H 2.5557 1.2927 -1.3780
H -0.8922 1.6603 -1.3809
H 0.3136 -2.0824 0.0607

## Properties
HOMO ... -10.0520 eV
SMILES string ... N[C@@H](CO)C(=O)N[C@@H](CO)C(=O)O
Max |F| ... 2.31 eV Å⁻¹
Frontier orbital gap ... 10.468 eV
Total charge ... 0

# 8
A structure of composition C6H12N2PRhS in a non-equilibrium geometry. Source: OMol25; level of theory: ωB97M-V with the def2-TZVPD basis set.

Geometry (Å):
Rh 0.1128 -0.5076 -0.5275
S -1.8632 0.9250 -0.5473
P 1.1519 1.2157 -1.6675
N -1.5211 1.8833 1.9840
N -0.8567 3.2453 0.2472
C -1.3390 2.0694 0.6641
C -0.8368 -1.4919 0.6910
C 1.6420 -2.6934 -0.4505
C -0.6866 -2.8322 0.4594
C 1.7511 -1.3264 -0.3396
C 0.4703 -3.3878 -0.1067
H 2.7339 -0.8170 -0.4416
H -1.4571 2.6319 2.6681
H -0.6958 4.0406 0.8556
H -1.7374 -1.0857 1.2180
H -0.7009 3.3723 -0.7416
H 0.2229 1.9177 -2.4948
H 2.5248 -3.2505 -0.8212
H 0.4721 -4.4751 -0.2109
H 2.1597 0.8546 -2.6142
H -1.8656 0.9959 2.3230
H -1.5058 -3.5090 0.7553
H 1.8244 2.2245 -0.9022

## Properties
HOMO (spin up / spin down) ... -3.8091 / -7.9600 eV
Multiplicity ... 5
Max |F| ... 4.07 eV Å⁻¹
Frontier orbital gap (spin up / spin down) ... 4.573 / 6.134 eV
Total charge ... 0

# 9
The ion C6H12N3O with charge +1 in a non-equilibrium geometry. Source: OMol25; level of theory: ωB97M-V with the def2-TZVPD basis set.

Geometry (Å):
O -2.1646 -0.7837 -0.8465
N -2.2305 -2.5682 0.9566
N 1.1676 1.5803 0.5986
N -0.3901 -1.2697 0.4514
C -0.3824 0.7465 -1.0409
C 1.0781 -1.3408 0.7507
C -0.9507 -0.4075 -0.4287
C -1.1034 -2.0869 1.2458
C 0.8990 2.7067 -1.5735
C 0.6436 1.5994 -0.6574
H -0.9697 0.9829 -1.8225
H 0.4668 3.6788 -1.3194
H 0.5534 2.4355 -2.5548
H 0.8523 1.1047 1.4075
H 1.9221 3.1059 -1.6629
H -0.5930 -2.2807 2.1636
H 1.6442 -0.7980 -0.0418
H 1.4367 -2.4469 0.6142
H 2.0606 1.9597 0.6928
H -2.6581 -3.2136 1.6205
H 1.1486 -1.0749 1.8175
H -2.4305 -1.6296 -0.3707

## Properties
HOMO (spin up / spin down) ... -13.1957 / -13.1954 eV
SMILES string ... [H]/N=C/N(C)/C(O)=C\C(C)=[NH2+]
Max |F| ... 3.47 eV Å⁻¹
Frontier orbital gap (spin up / spin down) ... 8.954 / 8.954 eV
Total charge ... +1

# 10
A cluster of 2 separate species, C6H12N3S in total in a non-equilibrium geometry. Source: OMol25; level of theory: ωB97M-V with the def2-TZVPD basis set.

Geometry (Å):
S 2.3944 1.5745 -0.1353
N 0.8054 -1.3124 0.0850
N -2.1223 0.8007 -0.1397
N -0.0462 -0.4849 -0.2593
C 4.9918 0.5882 -0.7190
C -2.2559 1.6766 1.0059
C 3.8344 1.0078 -0.4154
C -1.1387 -0.0013 -0.1308
C -3.1971 0.5382 -1.0612
C 0.4619 -2.5253 0.8767
H 5.0925 -0.2390 -1.3987
H -4.0478 0.1476 -0.4210
H -3.2776 1.7023 1.4785
H -1.4774 1.4044 1.7110
H 1.7243 -1.2290 -0.4322
H -2.1564 2.6460 0.6398
H 5.9493 1.1390 -0.4098
H 1.4124 -2.8677 1.1865
H 0.0005 -3.3923 0.3614
H -2.8980 -0.2060 -1.7732
H -0.2876 -2.2338 1.6073
H -3.7620 1.2665 -1.6566

## Properties
HOMO ... -11.5780 eV
Max |F| ... 5.27 eV Å⁻¹
Frontier orbital gap ... 8.235 eV
Total charge ... +1